{
  "formula": "C3H7OS",
  "method": "ωB97M-V/def2-TZVPD",
  "orbital_gap_ev": 6.6,
  "lumo_energy_ev": 4.10,
  "charge": -1,
  "elements": ["H", "O", "S", "H", "H", "C", "H", "H", "H", "H", "C", "C"],
  "xyz": [[-0.373, 1.402, 0.458], [3.293, 0.190, 0.146], [-0.847, -0.953, -0.080], [-2.629, 0.784, 1.459], [-3.322, 0.883, -0.144], [-1.138, 0.837, -0.086], [1.591, -0.134, -0.916], [-1.044, 1.240, -1.099], [2.496, -1.611, -0.200], [-2.600, 2.321, 0.589], [2.456, -0.514, -0.354], [-2.491, 1.229, 0.474]],
  "nbo_charge": [0.1662, -0.5737, -0.7070, 0.1984, 0.1904, -0.5288, 0.1513, 0.1651, 0.0944, 0.1656, 0.2863, -0.6081]
}

***

{
  "formula": "C3H7OS",
  "method": "ωB97M-V/def2-TZVPD",
  "orbital_gap_ev": [10.5, 7.1],
  "s_squared": 0.753,
  "multiplicity": 2,
  "lumo_energy_ev": [0.89, -2.09],
  "charge": 0,
  "elements": ["H", "C", "O", "H", "H", "H", "C", "C", "H", "H", "S", "H"],
  "xyz": [[-0.327, -0.753, -0.060], [-1.519, -2.497, -0.372], [-1.897, -3.582, -0.005], [2.391, 3.312, -0.337], [0.970, 3.379, 0.823], [0.867, 3.415, -1.021], [-0.523, -1.705, 0.443], [1.356, 3.029, -0.124], [0.392, -2.283, 0.496], [-0.938, -1.522, 1.431], [1.356, 1.224, -0.104], [-2.127, -2.015, -1.169]],
  "nbo_charge": [0.2146, 0.4291, -0.5202, 0.2485, 0.2268, 0.2328, -0.7187, -0.7988, 0.2400, 0.2448, 0.0912, 0.1099]
}

***

{
  "formula": "C3H7P",
  "method": "ωB97M-V/def2-TZVPD",
  "smiles": "C/C=P/C",
  "orbital_gap_ev": 9.6,
  "lumo_energy_ev": 0.77,
  "charge": 0,
  "elements": ["H", "P", "C", "H", "H", "H", "H", "C", "H", "H", "C"],
  "xyz": [[-2.780, 0.099, 0.658], [0.688, 0.734, -0.346], [-0.636, -0.122, 0.214], [1.856, -1.253, 0.410], [-1.789, 1.581, 0.058], [2.935, 0.297, 0.399], [-2.377, 0.256, -1.040], [-2.018, 0.438, -0.057], [2.344, -0.649, -1.005], [-0.364, -1.079, 0.729], [2.141, -0.301, -0.020]],
  "nbo_charge": [0.2187, 0.6511, -0.6146, 0.2308, 0.2237, 0.2407, 0.2227, -0.6559, 0.2363, 0.2158, -0.9694]
}

***

{
  "formula": "C3H7PS",
  "method": "ωB97M-V/def2-TZVPD",
  "smiles": "CCC(P)=S",
  "orbital_gap_ev": 8.3,
  "lumo_energy_ev": -0.21,
  "charge": 0,
  "elements": ["H", "H", "P", "H", "C", "H", "H", "H", "C", "H", "S", "C"],
  "xyz": [[2.142, 0.106, -0.803], [-1.665, 0.736, 0.674], [2.232, -0.893, 0.157], [-2.363, 0.420, -0.960], [-0.433, -0.438, -0.365], [-1.154, 1.534, -0.890], [0.118, -0.359, -1.288], [2.940, -0.196, 1.136], [-1.509, 0.612, -0.408], [-1.007, -1.433, -0.207], [0.145, 0.263, 2.191], [0.555, -0.351, 0.763]],
  "nbo_charge": [-0.0158, 0.2282, 0.3303, 0.2155, -0.5031, 0.2013, 0.2074, -0.0035, -0.6183, 0.2443, 0.0654, -0.3517]
}

***

{
  "formula": "C3H7PS",
  "method": "ωB97M-V/def2-TZVPD",
  "smiles": "CCC(P)=S",
  "orbital_gap_ev": [7.5, 7.5],
  "lumo_energy_ev": [-0.89, -0.89],
  "charge": 0,
  "elements": ["C", "H", "H", "C", "C", "H", "P", "H", "H", "S", "H", "H"],
  "xyz": [[-0.574, 1.590, -0.768], [-0.739, -0.435, -1.329], [0.866, -0.027, -1.076], [-0.097, 0.138, -0.664], [0.067, -0.446, 0.666], [1.463, -2.031, 1.148], [0.253, -2.294, 0.528], [-0.572, 1.895, -1.809], [-1.485, 1.793, -0.194], [0.807, 0.301, 2.051], [-0.173, -2.761, 1.820], [0.183, 2.277, -0.373]],
  "nbo_charge": [-0.6100, 0.2247, 0.2536, -0.5367, -0.2563, 0.0193, 0.2470, 0.2169, 0.2221, -0.0140, 0.0124, 0.2209]
}

***

{
  "formula": "C3H7PS2",
  "method": "ωB97M-V/def2-TZVPD",
  "orbital_gap_ev": 7.1,
  "lumo_energy_ev": -1.67,
  "charge": 0,
  "elements": ["H", "H", "H", "C", "P", "C", "H", "C", "S", "H", "H", "S", "H"],
  "xyz": [[-1.095, 0.516, -0.735], [0.739, -1.871, -2.135], [-2.206, 0.669, 1.911], [-1.377, -0.082, 1.816], [-0.228, 0.488, 0.463], [0.385, -1.009, -0.151], [-0.853, 0.225, 2.716], [1.080, -0.990, -1.393], [1.305, 0.545, -2.442], [1.689, 1.414, -1.421], [2.071, -1.191, -0.908], [0.282, 2.449, 0.633], [-1.793, -1.163, 1.647]],
  "nbo_charge": [0.0458, 0.2745, 0.2569, -0.9583, 0.9123, -0.1996, 0.2539, -0.6933, -0.0777, 0.1671, 0.3185, -0.5671, 0.2670]
}

***

{
  "formula": "C3H8BN",
  "method": "ωB97M-V/def2-TZVPD",
  "orbital_gap_ev": 7.8,
  "lumo_energy_ev": 0.01,
  "charge": 0,
  "elements": ["C", "C", "H", "H", "H", "H", "H", "C", "B", "H", "H", "N", "H"],
  "xyz": [[-1.206, 0.013, -0.030], [0.034, -0.780, -0.590], [0.994, -0.456, 1.270], [-1.284, 2.627, -0.294], [-2.223, -0.504, -0.375], [1.878, 1.658, 0.519], [-1.054, -0.124, 1.023], [1.227, -0.225, 0.193], [-1.008, 1.490, -0.096], [2.009, -0.912, -0.086], [0.240, -0.657, -1.645], [1.386, 1.139, -0.233], [-0.057, -1.875, -0.292]],
  "nbo_charge": [-0.9397, -0.3552, 0.1367, -0.0832, 0.2646, 0.3360, 0.2760, -0.2447, 0.8552, 0.1821, 0.2163, -0.8438, 0.1998]
}

***

{
  "formula": "C3H8BNO",
  "method": "ωB97M-V/def2-TZVPD",
  "smiles": "C/C=N\\B(C)O",
  "orbital_gap_ev": 9.8,
  "lumo_energy_ev": 0.66,
  "charge": 0,
  "elements": ["H", "B", "C", "H", "H", "H", "H", "N", "O", "H", "H", "H", "C", "C"],
  "xyz": [[2.472, -0.876, -1.671], [1.234, -0.038, 0.023], [-1.154, 0.742, 0.560], [2.192, 0.854, -1.755], [-3.252, 0.078, 0.180], [2.831, -0.850, 0.844], [0.915, -0.254, -2.195], [0.095, 0.727, 0.282], [1.972, -0.495, 1.070], [-2.738, -0.004, 1.889], [-2.251, -1.295, 0.751], [-1.563, 1.755, 0.652], [-2.486, -0.246, 0.868], [1.733, -0.098, -1.499]],
  "nbo_charge": [0.2137, 0.9734, 0.2259, 0.2394, 0.2208, 0.4899, 0.2316, -0.6711, -0.8674, 0.2242, 0.2144, 0.1285, -0.6594, -0.9639]
}

***

So what do the calculations give for calculated total energy? Going down the list: -591.93287, -591.85147, -459.79423, -857.98041, -857.95976, -1256.06494, -198.56512, -273.99639 a.u..
So what do the calculations give for ΔE to the lowest compared entry with this formula, charge and spin? Going down the list: 22.2, 6.4, 10.2, 26.1, 39.1, 84.8, 86.1, 6.7 kcal per mole.